Molecular formula: C6H9N2O2
Method: DFT, ωB97M-V/def2-TZVPD

Computed properties:
HOMO (alpha / beta) = -8.67 / -8.66 eV
Frontier orbital gap (alpha / beta) = 9.322 / 4.694 eV
Multiplicity = 2

Atoms and positions in Å:
C -2.5768 -0.9677 1.9061
C -2.4097 -2.0741 0.8441
O -1.3266 -2.6041 0.6793
O -3.4167 -2.1836 0.1668
H -1.6614 -0.9206 2.5727
H -3.4318 -1.3350 2.5097
H -2.8424 -0.0374 1.4494
C 1.9335 2.6214 -1.4395
C 1.6105 1.1950 -1.1483
C 0.1925 -0.4206 -0.9223
C 2.1537 0.3762 -0.2258
N 0.3303 0.7397 -1.5424
N 1.3552 -0.8106 -0.0900
H -0.4788 -1.1399 -0.9941
H 1.8593 2.7505 -2.5224
H 2.8713 2.9192 -1.0245
H 1.7480 -1.7437 0.2707
H 3.0009 0.4455 0.4814
H 1.0888 3.1900 -0.9708

Atoms 1-3, force components in eV/Å:
1.6 -2.0 1.9
-3.7 5.1 2.3
2.6 -2.3 -1.0

Results of the natural (NBO) charge analysis, in e, for atoms 1 through 2: -0.7231, 0.7266

=====

Molecular formula: C6H9N2O3
Method: DFT, ωB97M-V/def2-TZVPD

Computed properties:
Total charge = +1
HOMO (alpha / beta) = -11.67 / -12.00 eV
SMILES string = CO/C=[N+]1\C=[NH+]C(CO)=C1[O-]
Frontier orbital gap (alpha / beta) = 6.224 / 6.907 eV

Atoms and positions in Å:
C 4.0292 -0.0220 0.1810
O 2.6589 -0.3357 0.0384
C 1.8456 0.6191 -0.2513
N 0.5343 0.2634 -0.0531
C 0.0263 -0.9774 0.1737
N -1.3005 -0.8851 0.3976
C -1.8929 0.3227 0.1644
C -3.3778 0.3222 0.0973
O -3.6848 -1.0568 -0.0231
C -0.8698 1.2036 -0.2324
O -0.8538 2.2825 -0.6094
H 4.0549 0.8991 0.7693
H 4.4468 0.0845 -0.7821
H 4.5213 -0.9444 0.6622
H 2.0527 1.6419 -0.5899
H 0.5507 -2.0343 0.0936
H -1.8870 -1.6262 0.4440
H -3.7282 1.0145 -0.6167
H -3.7394 0.5541 1.0764
H -3.3867 -1.3257 -0.9398

Atoms 1-3, force components in eV/Å:
1.3 -1.1 1.5
-0.9 0.2 -0.4
-3.9 -1.7 0.9

Results of the natural (NBO) charge analysis, in e, for atoms 1 through 2: -0.2669, -0.4127

=====

Molecular formula: C6H9N2O4
Method: DFT, ωB97M-V/def2-TZVPD

Computed properties:
Total charge = +1
HOMO (alpha / beta) = -11.31 / -15.37 eV
Frontier orbital gap (alpha / beta) = 8.172 / 7.293 eV
Multiplicity = 3

Atoms and positions in Å:
C 0.2824 -0.5807 -0.9347
C -0.5379 0.6419 -0.5039
C -1.2221 -4.6210 -0.7332
C 1.6838 -0.9729 -0.9324
C 0.9806 3.2141 1.6215
C -0.2386 2.4385 1.2944
N -1.8078 -1.0696 -1.2014
N -0.5742 -1.4513 -1.3148
O 0.0412 1.6243 0.1341
O -2.1240 -3.9673 -0.9830
O -1.7679 0.2377 -0.6413
O -0.2199 -5.1028 -0.4321
H 2.1679 -1.0000 -1.9199
H 1.7531 -2.0683 -0.6858
H 2.2105 -0.4151 -0.2128
H 1.8787 2.6358 1.7119
H 1.0195 3.9315 0.8298
H 0.7723 3.6122 2.5868
H -0.5429 1.6961 2.0888
H -1.2358 2.9021 1.1305
H -2.5189 -1.6850 -0.9025

Atoms 1-3, force components in eV/Å:
0.2 4.0 0.8
5.7 -2.2 -0.7
2.2 0.1 0.7

Results of the natural (NBO) charge analysis, in e, for atoms 1 through 2: 0.3469, 0.5660

=====

Molecular formula: C6H9N2O5
Method: DFT, ωB97M-V/def2-TZVPD

Computed properties:
Total charge = -1
HOMO = -4.16 eV
SMILES string = O=C=N[C@@](O)(NCCCO)C(=O)[O-]
Frontier orbital gap = 7.298 eV

Atoms and positions in Å:
O 0.7770 1.1184 3.0833
C 1.6647 1.1254 2.2091
N 2.5685 0.7234 1.3427
C 1.8639 0.2471 0.0729
O 2.7988 -0.6274 -0.6262
N 0.6323 -0.4532 0.5243
C -0.1362 -1.0571 -0.6051
C -1.6925 -1.1221 -0.0996
C -2.1601 0.4222 0.0777
O -3.5088 0.6779 -0.3987
C 1.6031 1.5294 -0.8634
O 1.2938 2.6988 -0.4607
O 1.7094 1.3229 -2.2514
H 2.6581 -1.5612 -0.3425
H 0.9434 -1.2681 1.0972
H 0.1476 -2.1483 -0.8414
H -0.1160 -0.4581 -1.5782
H -1.6308 -1.5534 0.9757
H -2.3586 -1.7361 -0.7964
H -2.1718 0.6578 1.2120
H -1.3667 1.1205 -0.4015
H -3.5190 0.3413 -1.3299

Atoms 1-3, force components in eV/Å:
4.9 1.0 -4.1
-1.1 -3.3 0.4
-4.3 1.9 3.3

Results of the natural (NBO) charge analysis, in e, for atoms 1 through 2: -0.5409, 0.8899

=====

Record order is preserved below.
E_tot: -493.89685 -568.89590 -644.02215 -719.70586 hartree
Record order is preserved below.
ΔE to the lowest compared entry with this formula, charge and spin: 213.0 139.5 48.4 185.0 kJ/mol